[1]
ORCA calculation (ωB97M-V/def2-TZVPD) on a gas-phase ion, C7H14N (charge +1).

```
22
Properties=species:S:1:pos:R:3:mulliken_charge:R:1
H -1.16943 1.78211 0.86389 0.344
C 1.01845 -1.44796 0.58465 -0.315
H 4.48754 -1.04405 0.60404 0.277
H 3.65401 -2.72149 0.89249 0.303
H 0.36013 -0.37164 -1.15188 0.064
N -1.18922 2.07328 -1.34028 -0.352
H -3.31829 0.04051 0.45888 0.318
C 2.29035 -1.07342 0.28953 -0.111
C -2.44250 0.31244 -0.21415 -0.788
H -0.36180 2.70716 -1.05329 0.377
C -1.87958 1.65958 -0.02153 -0.379
C -1.46162 -0.82237 0.14717 -0.190
H -0.96912 1.23386 -1.87624 0.332
H 0.80635 -2.15881 1.37024 0.379
C -0.13929 -0.91048 -0.16979 -0.027
C 3.51987 -1.62652 0.89939 -1.067
H -2.67145 2.49773 0.20127 0.365
H -1.90952 -1.42520 0.96893 0.285
H -2.87592 0.26179 -1.26562 0.328
H -1.83893 2.72912 -1.80774 0.377
H 2.57781 -0.19227 -0.38677 0.174
H 3.51215 -1.50334 2.00680 0.308
```

Calculated values
- total charge = +1
- energy (Ha) = -329.52323
- LUMO energy (eV) = -3.66
- SMILES = C/C=C/C=C/CC[NH3+]
- energy above the lowest of the compared OMol25 structures with the same formula, charge and spin (eV) = 2.294
- F_max (eV/A) = 3.55
- HOMO energy (eV) = -11.699

[2]
ORCA calculation (ωB97M-V/def2-TZVPD) on a molecular structure, C17H27IN6OSV.

```
54
Properties=species:S:1:pos:R:3:mulliken_charge:R:1
C 3.23188 -1.16293 3.74484 -0.547
C -3.42579 -3.60472 -2.55957 -0.434
H 3.80342 -1.98251 3.30563 0.287
C -2.14084 1.17191 -1.88432 0.515
O 1.01304 0.04227 1.13508 -0.018
N -1.73639 0.03843 -1.41513 0.867
C 0.25479 2.96335 0.18001 -0.013
N 3.16609 0.66298 1.62160 0.324
H 3.49230 0.86496 4.37075 0.315
C -0.91786 4.64538 -1.01748 -0.470
V -0.28888 0.00302 -0.00913 0.643
H 4.83819 1.56551 2.46392 0.383
H -3.62285 2.29950 -2.94331 0.422
H -5.45638 -3.35171 -1.83889 0.298
H -5.29194 -3.40282 -3.59617 0.361
H -0.05506 -1.23205 2.86162 0.312
H -2.79104 -3.24584 -3.36656 0.255
C 2.11006 -0.07313 1.90210 0.213
H 3.47121 2.49209 0.63777 0.352
H -2.96708 0.89257 -3.80833 0.307
H -1.10646 5.68732 -1.25071 0.465
C 0.85315 -1.75754 3.12630 -0.998
C 0.04477 4.30159 -0.08706 -1.104
C -4.83246 -3.03704 -2.67740 -0.883
H 0.19996 -1.42303 -2.16090 0.591
C -3.27119 1.27819 -2.83126 -1.390
C -1.65593 3.64336 -1.64676 -0.805
H -4.08588 0.64172 -2.49115 0.274
H 2.45111 1.34526 -0.24893 0.203
H 0.62672 5.05284 0.43021 0.458
I 2.29320 -2.28389 -0.81676 0.091
N -2.39855 -1.08083 -1.87656 -1.204
H -4.81361 -1.94802 -2.71552 0.152
H 4.18402 1.07833 -0.15662 0.333
H 1.39786 -0.11004 -2.08474 0.489
H 2.88412 -1.48230 4.72198 0.377
H 0.99211 2.64926 0.90457 0.620
S -1.44213 -1.85378 0.54651 -0.517
H 0.80273 -2.00438 4.18266 0.419
H 4.97102 -0.09128 4.39752 0.374
N -0.43389 1.99187 -0.44434 0.170
C 3.31512 1.44273 0.38824 -1.001
N 2.03750 -0.90667 2.91091 0.093
H -2.42905 3.89056 -2.36123 0.390
N -2.75942 -3.26509 -1.28895 -0.137
H 0.92704 -2.67591 2.54645 0.305
C 4.05690 0.09822 3.83880 -0.713
C 4.39112 0.57470 2.44603 -0.627
C -2.26789 -2.06661 -1.01617 0.642
C 0.86472 -0.86433 -1.51268 -1.052
H -3.44626 -4.69009 -2.60741 0.420
H 5.09130 -0.09895 1.94856 0.349
C -1.39666 2.33397 -1.33910 0.600
H -2.73200 -3.95643 -0.55891 0.245
```

Calculated values
- total charge = +2
- energy (Ha) = -2707.17568
- LUMO energy (alpha / beta) (eV) = -7.69 / -7.39
- energy above the lowest of the compared OMol25 structures with the same formula, charge and spin (eV) = 0.544
- F_max (eV/A) = 3.10
- 2S+1 = 2
- HOMO energy (alpha / beta) (eV) = -14.315 / -14.331

[3]
ORCA calculation (ωB97M-V/def2-TZVPD) on 2 unconnected molecules or ions with the total composition C32H31N4O3.

```
70
Properties=species:S:1:pos:R:3:mulliken_charge:R:1
H -2.25031 2.42349 6.80642 0.299
C -1.12750 -0.50820 4.21336 0.550
H -2.91209 -6.42374 6.60905 0.371
H -0.27322 1.35647 5.19169 0.595
C 5.66843 1.32562 5.43070 -0.779
C 1.81045 -5.09134 5.11302 -0.605
C -5.29279 -0.86162 4.07435 -0.712
C 0.44872 -5.20372 4.64801 -0.613
N -2.37521 1.08584 5.19646 0.102
C -2.72158 2.34283 5.81564 -0.921
C -4.63922 0.19082 4.73152 -0.914
N 0.07828 -5.77751 3.48176 0.705
C -0.80509 -4.38514 6.69986 -0.668
H -2.34319 3.16928 5.19044 0.342
C -0.06204 -1.28835 3.56462 0.472
H -6.37844 -0.86366 4.03053 0.383
H 1.90545 -0.92269 1.54296 0.343
C -2.51539 -0.90653 4.11406 0.238
H 0.94890 -4.80592 1.81552 0.239
H 1.47869 -7.12827 5.79718 0.447
H 0.35884 -6.48151 1.54650 0.358
C 3.51949 -0.10019 2.74841 -0.759
C -4.58176 -1.94119 3.51517 -0.880
N -0.65298 -5.13968 5.44952 0.762
C 2.23548 -0.60178 2.55290 -0.313
H 3.34571 0.42492 6.18960 0.337
C 3.03597 0.20345 5.15088 -0.588
C 0.87341 -5.82664 2.25050 -0.797
C -3.17712 -1.97537 3.50744 -0.310
C 1.77307 -0.32665 4.91917 -0.208
H 4.30246 -0.08536 1.96876 0.400
C -2.56700 -8.30988 3.72077 -0.698
H -5.11720 -2.76612 3.04182 0.403
C 4.37021 -5.39979 6.14876 -0.157
C 2.74432 -4.01714 4.98518 0.091
C -3.26157 0.11168 4.74498 0.136
H -2.60565 -2.77322 3.02975 0.501
C -1.59970 -6.04236 4.94396 0.984
H -1.18951 -7.85997 2.06112 0.373
C 1.35688 -0.74098 3.65770 -0.170
H 2.46664 -3.09398 4.45683 0.430
H -1.73207 -4.73966 7.16169 0.303
C -1.13363 -6.44339 3.68748 1.105
H -0.89742 -3.29465 6.50312 0.179
C 3.47695 -6.48773 6.21974 -0.730
H 1.04770 -0.42220 5.74504 0.498
H 6.66769 1.68252 5.17643 0.251
C -3.04015 -7.90940 4.98577 -0.684
H -0.19973 -2.26627 4.08162 -0.581
C -1.57869 -7.57776 3.03433 -1.023
N 5.67922 -5.55416 6.69518 0.942
H 5.73286 0.51951 6.18224 0.301
H 3.78840 -7.43955 6.65909 0.486
C 4.00786 -4.17216 5.54419 -0.459
O 6.44448 -4.55790 6.65298 -0.565
C 3.92274 0.32952 4.05410 0.646
C -2.55800 -6.75641 5.63940 -0.956
H -3.82797 -8.49560 5.46352 0.401
H -2.99366 -9.19484 3.24248 0.399
C 2.21124 -6.30989 5.73289 -0.366
O 6.02073 -6.65602 7.19061 -0.562
H 0.04690 -4.53624 7.39255 0.340
C -1.09896 0.73319 4.85885 -0.690
H -5.13388 1.02534 5.22608 0.260
H -0.29951 -1.29996 2.49738 0.596
H -3.80940 2.38505 5.91686 0.279
H 5.06109 2.16161 5.81418 0.318
O 5.18042 0.82950 4.15415 -0.444
H 4.75322 -3.37322 5.52419 0.654
H 1.89029 -6.21700 2.44440 0.334
```

Calculated values
- total charge = +1
- energy (Ha) = -1682.39835
- LUMO energy (eV) = -3.90
- energy above the lowest of the compared OMol25 structures with the same formula, charge and spin (eV) = 0.092
- F_max (eV/A) = 4.12
- HOMO energy (eV) = -9.715

[4]
ORCA calculation (ωB97M-V/def2-TZVPD) on a molecular structure, C50H43AsCsN5O3STe.

```
105
Properties=species:S:1:pos:R:3:mulliken_charge:R:1
H -7.29758 0.90217 -4.57008 0.372
H 1.31015 -5.16875 -3.58137 0.717
C 8.19402 -0.30273 -1.10522 -0.329
H -2.37868 -3.19695 -1.61070 0.432
H 0.77925 -0.39765 -3.24382 0.411
C -0.80157 7.36917 -0.80298 -1.550
H 8.01938 1.78373 -0.62822 0.316
C 1.24207 1.55626 -3.97783 -0.595
H 6.08032 1.48443 0.85324 0.316
N -0.81652 2.92506 2.50148 -0.287
H -0.87761 2.57622 5.08061 0.330
C -6.32332 0.66247 -4.16117 -0.415
C 0.12435 6.21546 -1.07252 0.583
C -1.54966 2.61961 1.48574 0.196
C 0.02850 0.83442 4.26022 0.884
N 0.49547 2.45631 2.43342 -0.433
C 0.38632 0.58514 -3.47742 -0.422
H 3.01794 -5.45598 0.34660 0.428
H -3.12676 0.14643 -5.14340 0.283
C -2.03603 -3.22495 -2.63936 -0.570
H 9.04713 -0.17266 -1.76149 0.334
H -2.17192 1.35125 6.81185 0.348
H 0.99739 -8.48731 -2.48393 0.193
H 8.08434 -2.43131 -1.37561 0.317
C 6.55843 -1.72538 -0.04750 -0.231
C -3.81396 0.05804 -3.10984 0.163
S 3.42134 -7.95182 -1.27711 -0.377
H 2.88405 5.31616 -2.80993 0.397
H -0.54071 -2.34392 5.32941 0.369
H -5.51845 3.55478 -0.74301 0.415
C -5.22799 0.52933 -5.00630 -0.676
As -2.09297 -0.37817 -2.28272 0.462
C -1.11511 -3.30876 -5.24771 -0.697
C -4.96401 3.65335 0.18312 -0.748
C 7.61627 0.78893 -0.46786 -0.465
C -1.41954 -0.57606 6.17366 -0.295
C -3.49012 3.87264 2.52016 -0.286
H -4.77626 0.12419 -1.19795 0.226
H 1.38927 7.25698 -2.47893 0.378
H -0.91621 4.15802 -4.09623 0.389
C -3.98011 0.23052 -4.48073 0.038
C -1.27731 -2.08911 -4.60599 0.071
O -3.18378 2.46341 -0.82111 -0.023
C -1.41430 2.17625 -3.45631 -0.319
H -0.46679 7.92993 0.07284 0.305
C 2.17018 -6.99794 -1.75976 -0.104
N 1.06303 -7.49524 -2.33693 -0.309
H -1.97869 -1.13115 6.92253 0.321
C 5.96125 -0.63958 0.60747 -0.219
C -0.95154 0.88105 -3.23064 0.495
C 2.14808 -5.51689 -1.61862 0.875
H -2.14140 -5.36206 -2.75695 0.449
C 0.76906 2.83631 -4.22251 -0.501
C -6.16302 0.50339 -2.79334 -0.566
H -2.26870 2.10715 -0.44279 0.006
C 0.84342 3.95475 -0.69594 -1.110
H -0.74382 -3.33720 -6.26521 0.369
H 2.28627 1.31957 -4.13749 0.421
C 2.44522 -3.50640 -0.35982 -0.354
C -0.80540 1.49757 5.15505 -0.064
C -1.43223 -4.49199 -4.59064 -0.588
H -0.83395 8.05765 -1.64893 0.381
H 2.79227 -2.97782 0.52665 0.121
C -0.61859 -1.26255 5.28819 -0.697
C -3.68462 3.09605 0.24973 -0.075
H -1.81232 7.01621 -0.59802 0.347
C 1.62969 -4.73051 -2.64466 -0.867
H 6.15091 -2.71695 0.11317 0.343
O -1.21812 1.84607 0.48648 -0.293
O 0.81588 -1.23585 3.39693 -0.857
C 2.58705 -4.88618 -0.46515 -0.688
C 0.13320 -0.59742 4.27000 0.034
C -1.53117 0.81664 6.12100 -0.727
H -5.34648 0.66613 -6.07461 0.379
H -2.89424 3.93787 3.42166 0.433
C 0.85422 1.56017 3.27199 -1.282
Te 4.30242 -0.89393 1.89891 -0.288
C -1.89348 -4.44750 -3.28388 -0.638
C -1.74572 -2.03183 -3.29493 0.289
C -5.49509 4.31203 1.27924 -0.332
Cs 0.51547 -0.39356 0.87973 1.081
H 1.12847 -2.73736 -3.23198 0.480
H -0.85819 4.83074 0.25609 0.338
H -6.49066 4.73792 1.21554 0.377
C 1.20127 6.32967 -1.94854 -0.434
C 1.53930 -3.36493 -2.44784 -0.206
C -4.76187 4.42371 2.45606 -0.917
N 1.91503 -2.75512 -1.32723 -0.149
C -0.04453 4.99562 -0.43993 0.185
H -1.31390 -5.44209 -5.09884 0.404
H 0.28560 -6.89525 -2.55734 0.200
H 1.89234 1.23856 3.16534 0.713
H 0.65042 3.00653 -0.20670 1.152
N 1.87538 4.06409 -1.53097 -0.483
C 6.52259 0.62140 0.37007 -0.330
H -2.43491 2.43810 -3.20187 0.212
C -0.55669 3.14593 -3.95501 -0.531
H -5.18046 4.93099 3.31666 0.384
H 1.44301 3.60387 -4.58127 0.347
C 2.03647 5.24047 -2.13352 -0.579
C -2.93075 3.20947 1.43478 0.358
C 7.65208 -1.56381 -0.88683 -0.518
H -1.01951 -1.17427 -5.12634 0.279
H -7.00795 0.62712 -2.12717 0.413
C -4.91064 0.20702 -2.26939 -0.437
```

Calculated values
- total charge = -2
- energy (Ha) = -5352.82791
- LUMO energy (eV) = 3.21
- energy above the lowest of the compared OMol25 structures with the same formula, charge and spin (eV) = 1.532
- F_max (eV/A) = 0.83
- HOMO energy (eV) = -1.223

[5]
ORCA calculation (ωB97M-V/def2-TZVPD) on a single C5H8O molecule.

```
14
Properties=species:S:1:pos:R:3:mulliken_charge:R:1
C -1.43693 -0.21119 -0.46537 -0.411
C -0.77070 0.84602 0.44694 -0.569
H -0.76291 1.83745 -0.02001 0.255
C 1.53242 0.04713 -0.48181 -0.749
H 1.07845 0.47826 1.66860 0.347
H 1.08152 -1.93612 0.52037 0.360
H -1.30467 0.93326 1.39960 0.278
O -0.53706 -1.30739 -0.61887 -0.437
H 2.59675 -0.00811 -0.26675 0.276
C 0.62160 0.29609 0.70068 -0.104
C 0.66149 -1.04959 0.05381 0.012
H -2.36796 -0.59565 -0.03135 0.280
H 1.28374 0.47298 -1.45115 0.210
H -1.67572 0.19686 -1.45470 0.253
```

Calculated values
- total charge = 0
- energy (Ha) = -270.50436
- LUMO energy (eV) = 1.14
- SMILES = C1C[C@@H]2C[C@@H]2O1
- energy above the lowest of the compared OMol25 structures with the same formula, charge and spin (eV) = 1.457
- F_max (eV/A) = 0.31
- HOMO energy (eV) = -9.085

[6]
ORCA calculation (ωB97M-V/def2-TZVPD) on 2 unconnected molecules or ions with the total composition C3H2N4.

```
9
Properties=species:S:1:pos:R:3:mulliken_charge:R:1
H 0.90511 -2.40288 -0.55858 0.298
N 1.46578 -1.73351 -0.07731 -0.412
C 1.06012 1.88529 0.24714 0.521
N 0.68484 2.96055 0.09431 -0.494
N 1.56337 0.68748 0.09336 -0.420
C 1.34587 -0.53554 -0.10409 0.556
C -1.47455 1.11836 0.02607 0.055
H -1.68138 2.14601 0.19680 0.341
N -1.37683 -0.03620 0.12069 -0.445
```

Calculated values
- total charge = 0
- energy (Ha) = -334.45916
- LUMO energy (eV) = 0.32
- SMILES = N#CN=C=N.C#N
- energy above the lowest of the compared OMol25 structures with the same formula, charge and spin (eV) = 1.794
- F_max (eV/A) = 3.09
- HOMO energy (eV) = -10.334